Entry 1:
Density functional theory data (ωB97M-V/def2-TZVPD) for a 5-piece molecular cluster, C16H41N2O5PS overall.

Geometry (Å):
P1 -3.518 -4.260 -0.648
C1 -1.999 -3.681 0.379
C2 -0.948 -4.801 0.648
S1 -0.118 -5.488 -0.841
C3 -0.005 -4.218 -2.080
N1 0.756 -3.141 -2.190
N2 0.437 -2.530 -3.341
C4 -0.498 -3.219 -3.959
O1 -0.792 -4.297 -3.198
H1 -2.691 -4.654 -1.745
H2 -3.851 -5.267 0.326
H3 -4.017 -2.916 -0.521
H4 -4.679 -4.613 -1.464
H5 -1.540 -2.746 -0.013
H6 -2.426 -3.414 1.377
H7 -0.198 -4.441 1.390
H8 -1.490 -5.646 1.138
H9 -1.000 -3.016 -4.909
C5 -2.190 -1.327 5.324
C6 -1.215 -1.525 4.174
C7 -0.385 -0.275 3.929
O2 -1.934 -1.853 2.986
H10 -2.891 -0.516 5.104
H11 -2.786 -2.228 5.480
H12 -1.665 -1.091 6.252
H13 -0.555 -2.367 4.394
H14 -1.026 0.571 3.660
H15 0.300 -0.432 3.095
H16 0.195 -0.004 4.813
H17 -2.521 -1.115 2.780
C8 2.143 2.193 2.265
C9 0.988 1.938 1.309
C10 1.463 1.898 -0.135
O3 0.009 2.967 1.462
H18 2.614 3.158 2.056
H19 1.785 2.230 3.297
H20 2.902 1.412 2.186
H21 0.505 0.995 1.562
H22 1.911 2.852 -0.424
H23 0.621 1.724 -0.809
H24 2.201 1.108 -0.286
H25 0.427 3.807 1.240
C11 -3.392 0.163 -4.316
C12 -3.487 0.029 -2.804
C13 -2.169 0.389 -2.134
O4 -3.844 -1.311 -2.464
H26 -2.632 -0.514 -4.718
H27 -4.340 -0.108 -4.784
H28 -3.138 1.184 -4.607
H29 -4.280 0.677 -2.427
H30 -1.368 -0.281 -2.465
H31 -2.247 0.279 -1.050
H32 -1.878 1.417 -2.360
H33 -3.149 -1.895 -2.793
C14 4.897 5.004 -2.000
C15 4.809 4.874 -0.487
C16 6.126 5.244 0.177
O5 4.462 3.533 -0.143
H34 5.659 4.331 -2.404
H35 3.949 4.726 -2.464
H36 5.143 6.026 -2.295
H37 4.013 5.518 -0.109
H38 6.929 4.579 -0.156
H39 6.052 5.137 1.261
H40 6.409 6.274 -0.053
H41 5.158 2.952 -0.472

Highest occupied orbital energy: -7.90 eV
Maximum force: 2.52 eV/A
Kohn-Sham gap: 8.5 eV
SMILES string: [PH4]CCSc1nnco1.CC(C)O.CC(C)O.CC(C)O.CC(C)O


Entry 2:
Density functional theory data (ωB97M-V/def2-TZVPD) for an isolated molecule of C12H18N2.

Geometry (Å):
N1 0.651 1.213 -4.679
C1 0.225 0.617 -3.323
C2 0.601 -0.578 -2.837
C3 0.164 -1.108 -1.611
C4 -0.648 -0.215 -0.812
N2 -0.981 -0.535 0.442
C5 -0.521 -1.756 1.164
C6 0.962 -1.843 1.793
C7 1.395 -0.465 2.135
C8 0.303 0.518 2.775
C9 -0.700 1.403 1.984
C10 -1.619 0.454 1.247
C11 -0.767 1.097 -1.239
C12 -0.520 1.453 -2.582
H1 1.194 2.083 -4.475
H2 1.230 0.421 -5.121
H3 1.392 -1.184 -3.459
H4 0.547 -2.188 -1.463
H5 -1.118 -1.803 2.037
H6 -0.790 -2.602 0.528
H7 1.795 -2.206 1.115
H8 0.711 -2.643 2.569
H9 2.243 -0.576 2.944
H10 1.685 0.014 1.137
H11 -0.482 0.023 3.468
H12 0.907 1.257 3.482
H13 -1.086 2.203 2.696
H14 -0.146 1.998 1.139
H15 -2.099 -0.243 1.990
H16 -2.360 0.903 0.483
H17 -1.432 1.745 -0.610
H18 -0.735 2.542 -2.915

Highest occupied orbital energy: -7.25 eV
Maximum force: 5.06 eV/A
Kohn-Sham gap: 8.2 eV
Energy above the lowest of the compared OMol25 structures with the same formula, charge and spin: 271.69 kJ/mol
SMILES string: Nc1ccc(N2CCCCCC2)cc1


Entry 3:
Density functional theory data (ωB97M-V/def2-TZVPD) for C4H9N as an isolated structure.

Geometry (Å):
C1 -1.932 0.222 0.202
N1 0.754 -0.875 1.261
C2 0.577 -0.087 0.005
C3 -0.610 0.298 -0.612
C4 1.903 0.159 -0.625
H1 -2.509 -0.707 0.279
H2 -2.684 0.942 -0.087
H3 -1.677 0.567 1.247
H4 0.285 -1.740 1.139
H5 0.031 -0.076 1.187
H6 -0.814 0.596 -1.611
H7 2.764 -0.187 -0.049
H8 1.923 -0.395 -1.608
H9 1.989 1.283 -0.728

Highest occupied orbital energy: -8.75 eV
Maximum force: 5.03 eV/A
Kohn-Sham gap: 9.7 eV
Energy above the lowest of the compared OMol25 structures with the same formula, charge and spin: 330.68 kJ/mol


Entry 4:
Density functional theory data (ωB97M-V/def2-TZVPD) for C3H4CrO3 as an isolated structure.

Geometry (Å):
O1 -0.764 -1.764 0.778
C1 -0.331 -0.822 1.431
C2 -0.800 0.385 1.763
H1 0.942 -0.138 0.233
H2 -1.464 0.470 2.625
H3 -0.820 1.073 0.893
O2 1.123 -0.764 -1.941
C3 1.087 0.310 -1.125
O3 -0.062 0.992 -1.335
Cr1 -0.874 -0.715 -2.002
H4 1.962 0.971 -1.318

Highest occupied orbital energy (spin up / spin down): -7.90 / -8.03 eV
Maximum force: 5.69 eV/A
Kohn-Sham gap (spin up / spin down): 6.3 / 6.4 eV
Spin multiplicity: 5
Energy above the lowest of the compared OMol25 structures with the same formula, charge and spin: 396.49 kJ/mol


Entry 5:
Density functional theory data (ωB97M-V/def2-TZVPD) for an isolated molecule of C8H8O.

Geometry (Å):
C1 2.569 0.402 -0.689
C2 1.299 0.191 -0.317
C3 0.939 -0.975 0.482
C4 -0.222 -1.409 0.936
C5 -1.635 -0.845 0.885
C6 -1.933 0.392 0.026
C7 -1.146 1.293 -0.629
C8 0.316 1.235 -0.856
O1 0.789 2.167 -1.425
H1 3.418 -0.194 -0.362
H2 2.866 1.219 -1.354
H3 1.815 -1.541 0.801
H4 -0.177 -2.380 1.441
H5 -2.273 -1.653 0.508
H6 -2.068 -0.695 1.878
H7 -2.965 0.709 -0.100
H8 -1.592 2.083 -1.225

Highest occupied orbital energy: -8.95 eV
Maximum force: 2.55 eV/A
Kohn-Sham gap: 9.2 eV
Energy above the lowest of the compared OMol25 structures with the same formula, charge and spin: 101.24 kJ/mol
SMILES string: C=C1C=CCC=CC1=O


Entry 6:
Density functional theory data (ωB97M-V/def2-TZVPD) for C4H9N2O2 as an isolated structure.

Geometry (Å):
C1 -0.439 -0.477 -0.483
N1 -0.041 0.011 0.811
C2 -0.839 -0.337 1.994
O1 -0.538 0.300 3.026
O2 -1.676 -1.251 1.846
C3 0.794 -0.702 -1.333
N2 1.425 0.992 -1.587
C4 1.076 1.158 -2.980
H1 -0.954 -1.429 -0.322
H2 -1.065 0.241 -1.016
H3 0.254 0.973 0.846
H4 0.584 -0.984 -2.356
H5 1.375 -1.502 -0.837
H6 1.922 0.118 -1.370
H7 1.756 0.738 -3.714
H8 1.025 2.241 -3.117
H9 0.078 0.804 -3.218

Highest occupied orbital energy: -3.96 eV
Maximum force: 3.30 eV/A
Kohn-Sham gap: 7.4 eV
Energy above the lowest of the compared OMol25 structures with the same formula, charge and spin: 337.94 kJ/mol
Net charge: -1


Entry 7:
Density functional theory data (ωB97M-V/def2-TZVPD) for a 2-piece molecular cluster, C25H6B2Cl4F15O overall.

Geometry (Å):
Cl1 2.275 -0.577 4.308
B1 1.653 0.846 3.308
Cl2 1.220 2.312 4.414
Cl3 2.914 1.410 2.039
O1 0.454 0.396 2.609
C1 -0.395 1.157 1.984
C2 -1.716 1.278 2.599
C3 -2.221 2.545 2.936
C4 -3.425 2.664 3.625
C5 -4.128 1.513 4.009
Cl4 -5.636 1.660 4.815
C6 -3.600 0.248 3.734
C7 -2.391 0.130 3.056
H1 -0.074 1.966 1.315
H2 -1.607 3.417 2.715
H3 -3.821 3.645 3.882
H4 -4.142 -0.645 4.069
H5 -1.923 -0.854 2.928
F1 1.867 3.451 -5.288
C8 1.507 2.708 -4.222
C9 0.313 2.003 -4.234
F2 -0.493 2.079 -5.309
C10 -0.076 1.245 -3.128
F3 -1.297 0.648 -3.238
C11 0.750 1.084 -2.008
B2 0.545 -0.041 -0.880
C12 -0.655 -1.060 -1.226
C13 -1.911 -0.916 -0.660
F4 -2.287 0.239 -0.036
C14 -2.918 -1.870 -0.808
F5 -4.067 -1.749 -0.125
C15 -2.738 -2.913 -1.703
F6 -3.713 -3.812 -1.918
C16 -1.540 -3.003 -2.404
F7 -1.375 -3.954 -3.339
C17 -0.512 -2.100 -2.147
F8 0.614 -2.209 -2.905
C18 1.857 -0.952 -0.640
C19 1.836 -1.821 0.451
F9 0.700 -2.000 1.174
C20 2.894 -2.670 0.772
F10 2.848 -3.427 1.876
C21 3.979 -2.769 -0.091
F11 5.000 -3.599 0.167
C22 3.971 -2.014 -1.261
F12 4.962 -2.162 -2.153
C23 2.927 -1.125 -1.519
F13 2.955 -0.564 -2.756
H6 0.192 0.470 0.323
C24 1.912 1.864 -2.010
F14 2.784 1.795 -0.980
C25 2.294 2.659 -3.085
F15 3.439 3.371 -3.037

Highest occupied orbital energy: -6.59 eV
Maximum force: 2.76 eV/A
Kohn-Sham gap: 7.0 eV
Energy above the lowest of the compared OMol25 structures with the same formula, charge and spin: 50.14 kJ/mol
Net charge: -1


Entry 8:
Density functional theory data (ωB97M-V/def2-TZVPD) for C32H51N2O2P2Pt as an isolated structure.

Geometry (Å):
C1 2.003 -1.905 -0.625
C2 1.598 0.200 -1.640
C3 2.835 -2.278 -1.686
C4 2.409 -0.143 -2.735
C5 3.051 -1.382 -2.745
H1 3.292 -3.272 -1.689
H2 2.523 0.563 -3.563
H3 3.698 -1.663 -3.582
N1 1.437 -0.663 -0.592
P1 -0.123 -2.460 1.089
P2 0.663 2.140 0.166
C6 1.623 -2.852 0.485
H4 1.777 -3.898 0.171
H5 2.256 -2.665 1.374
C7 0.728 1.418 -1.595
H6 1.006 2.138 -2.378
C8 -0.643 3.558 0.048
C9 2.401 2.886 0.469
C10 -1.300 -3.270 -0.187
C11 -0.234 -3.408 2.749
C12 -1.941 3.125 0.767
H7 -1.830 3.191 1.860
H8 -2.745 3.820 0.459
H9 -2.247 2.099 0.520
C13 -0.136 4.813 0.790
H10 -0.009 4.619 1.869
H11 0.809 5.206 0.384
H12 -0.899 5.605 0.682
C14 -0.966 3.903 -1.420
H13 -1.361 4.936 -1.465
H14 -0.080 3.857 -2.074
H15 -1.742 3.238 -1.831
C15 2.454 3.487 1.892
H16 1.628 3.108 2.513
H17 3.404 3.178 2.367
H18 2.423 4.586 1.895
C16 3.434 1.736 0.419
H19 3.059 0.823 0.905
H20 3.734 1.493 -0.612
H21 4.338 2.065 0.963
C17 2.805 3.930 -0.589
H22 2.025 4.049 -1.361
H23 3.017 4.920 -0.155
H24 3.726 3.588 -1.098
C18 -1.628 -3.170 3.364
H25 -1.529 -3.127 4.465
H26 -2.054 -2.210 3.026
H27 -2.340 -3.977 3.126
C19 0.811 -2.819 3.717
H28 1.818 -2.766 3.272
H29 0.529 -1.809 4.048
H30 0.870 -3.477 4.604
C20 0.056 -4.917 2.601
H31 0.710 -5.234 3.435
H32 -0.850 -5.539 2.633
H33 0.596 -5.134 1.664
C21 -1.089 -2.546 -1.535
H34 -0.954 -3.253 -2.371
H35 -1.990 -1.942 -1.750
H36 -0.230 -1.861 -1.491
C22 -2.742 -2.981 0.290
H37 -2.811 -1.942 0.655
H38 -3.430 -3.102 -0.568
H39 -3.068 -3.671 1.084
C23 -1.090 -4.776 -0.421
H40 -0.065 -5.004 -0.764
H41 -1.304 -5.381 0.474
H42 -1.784 -5.106 -1.216
Pt1 0.076 -0.053 1.025
C24 1.462 -0.075 2.369
O1 2.238 0.010 3.256
N2 -1.192 0.189 -0.700
C25 -0.727 0.819 -1.713
C26 -1.463 0.954 -3.001
C27 -2.877 0.938 -2.966
C28 -0.828 1.086 -4.255
C29 -3.625 1.056 -4.139
H43 -3.355 0.829 -1.988
C30 -1.580 1.200 -5.434
H44 0.264 1.093 -4.321
C31 -2.980 1.187 -5.382
H45 -4.719 1.047 -4.090
H46 -1.066 1.298 -6.397
H47 -3.566 1.279 -6.302
C32 -0.838 0.881 3.664
O2 -1.280 0.653 2.352
H48 -0.612 -0.056 4.194
H49 -1.647 1.395 4.225
H50 0.013 1.591 3.667
H51 -2.030 0.007 2.378

Highest occupied orbital energy (spin up / spin down): -7.92 / -10.45 eV
Maximum force: 5.99 eV/A
Kohn-Sham gap (spin up / spin down): 5.5 / 8.1 eV
Spin multiplicity: 3
Net charge: +1


Entry 9:
Density functional theory data (ωB97M-V/def2-TZVPD) for C11H14BN7SeZn as an isolated structure.

Geometry (Å):
H1 0.917 3.100 1.610
N1 0.516 1.582 0.170
B1 0.182 0.320 -2.051
N2 0.529 1.588 -1.219
C1 0.876 2.802 -1.672
Zn1 -0.004 -0.299 1.158
H2 0.933 2.956 -2.740
C2 1.097 3.631 -0.577
H3 1.391 4.663 -0.609
C3 0.858 2.826 0.564
H4 0.248 0.502 -3.227
C4 -0.568 -1.931 2.138
H5 -0.513 -1.700 3.204
H6 0.092 -2.785 1.938
H7 -1.598 -2.233 1.907
N3 -1.254 -0.056 -1.589
N4 1.170 -0.769 -1.556
N5 -1.517 -0.202 -0.236
N6 1.286 -1.023 -0.199
C5 -2.391 -0.227 -2.287
C6 2.043 -1.542 -2.226
H8 -2.371 -0.125 -3.365
H9 2.108 -1.460 -3.290
C7 -3.416 -0.528 -1.390
C8 2.717 -2.347 -1.301
C9 -2.821 -0.508 -0.109
C10 2.203 -1.991 -0.038
H10 -4.444 -0.744 -1.625
H11 3.458 -3.086 -1.508
H12 -3.258 -0.715 0.862
H13 2.430 -2.388 0.944
H14 -0.998 1.080 3.206
Se1 0.221 0.044 6.495
C11 0.008 0.584 4.877
N7 -0.130 0.980 3.739

Highest occupied orbital energy: -8.44 eV
Maximum force: 1.91 eV/A
Kohn-Sham gap: 8.6 eV
Energy above the lowest of the compared OMol25 structures with the same formula, charge and spin: 0.00 kJ/mol


Entry 10:
Density functional theory data (ωB97M-V/def2-TZVPD) for an isolated molecule of C2H7N3O.

Geometry (Å):
N1 -0.232 2.240 0.050
C1 -0.065 0.987 -0.591
C2 -0.011 -0.228 0.076
N2 0.283 -0.513 1.391
N3 -0.625 -1.183 -0.696
O1 0.148 -2.425 -0.723
H1 -0.502 2.165 1.021
H2 0.557 2.867 -0.045
H3 0.369 1.059 -1.581
H4 0.383 -1.502 1.576
H5 0.978 0.082 1.816
H6 -0.749 -0.440 -1.574
H7 -0.533 -3.110 -0.719

Highest occupied orbital energy: -7.05 eV
Maximum force: 3.04 eV/A
Kohn-Sham gap: 8.0 eV
Energy above the lowest of the compared OMol25 structures with the same formula, charge and spin: 415.74 kJ/mol
SMILES string: N/C=C(\N)NO


Entry 11:
Density functional theory data (ωB97M-V/def2-TZVPD) for a 2-piece molecular cluster, C4H12NS2 overall.

Geometry (Å):
C1 -0.671 -1.156 2.601
C2 -1.669 -0.900 1.466
S1 -1.017 -1.296 -0.157
N1 0.616 -0.493 2.465
H1 -0.491 -2.230 2.694
H2 -1.101 -0.847 3.553
H3 -1.976 0.149 1.464
H4 -2.580 -1.491 1.594
H5 0.590 0.477 2.736
H6 0.970 -0.575 1.522
C3 1.285 0.405 -2.891
C4 1.032 1.423 -1.804
S2 -0.742 1.954 -1.731
H7 1.358 0.878 -3.866
H8 0.494 -0.339 -2.920
H9 2.222 -0.131 -2.742
H10 1.247 1.061 -0.804
H11 1.588 2.349 -1.943
H12 -1.157 0.764 -1.239

Highest occupied orbital energy (spin up / spin down): -9.04 / -9.02 eV
Maximum force: 0.92 eV/A
Kohn-Sham gap (spin up / spin down): 9.8 / 6.7 eV
Spin multiplicity: 2
Energy above the lowest of the compared OMol25 structures with the same formula, charge and spin: 0.00 kJ/mol


Entry 12:
Density functional theory data (ωB97M-V/def2-TZVPD) for an isolated ion of composition C5H7N2O4 and charge -1.

Geometry (Å):
C1 -1.311 0.775 0.210
C2 2.297 0.455 -0.133
C3 -0.321 1.642 0.039
C4 0.023 -1.014 0.790
C5 0.882 -1.362 -0.489
N1 -2.641 1.387 0.064
N2 3.437 1.010 0.125
O1 4.634 0.530 0.314
O2 0.049 2.786 -0.053
O3 -1.265 -0.588 0.494
O4 2.175 -0.949 -0.260
H1 -0.160 -1.826 1.667
H2 0.514 -0.248 1.361
H3 0.992 -2.342 -0.843
H4 0.542 -0.868 -1.391
H5 -3.285 0.868 -0.514
H6 -2.696 2.347 -0.307
H7 3.330 1.968 0.040

Highest occupied orbital energy: -3.10 eV
Maximum force: 3.39 eV/A
Kohn-Sham gap: 6.6 eV
Energy above the lowest of the compared OMol25 structures with the same formula, charge and spin: 740.44 kJ/mol
Net charge: -1